# 1
This record from the OMol25 dataset describes C17H21ClI2N2OPtS2Se as an isolated structure in a non-equilibrium geometry. The level of theory is wB97M-V/def2-TZVPD.

Its total charge is +2. The value obtained for the calculated total energy is -5217.08373 a.u. As for the multiplicity: 5. The highest occupied orbital energy (spin up / spin down) is -13.282 / -13.305 eV. As for the energy relative to the best compared isomer or geometry (same formula, charge and spin): 33.29 kcal/mol. As for the frontier orbital gap (spin up / spin down): 7.469 / 3.348 eV. The LUMO energy (spin up / spin down) is -5.8138 / -9.9577 eV. The value obtained for the molar mass is 896.8 g/mol.

The geometry in XYZ format:
```
48
Properties=species:S:1:pos:R:3:forces:R:3:lowdin_charge:R:1
Pt -0.006390 -0.277285 -0.555592 0.73 -0.41 1.43 0.430
I -0.870290 -4.367085 -2.662692 0.04 0.32 -0.41 0.815
C -0.223190 -2.734485 -3.881892 -0.07 -0.44 0.56 -1.054
I -0.795590 -0.815385 -3.075792 -0.12 0.14 -0.51 0.889
H -0.692890 -2.793885 -4.857492 -0.09 0.09 0.05 -0.020
H 0.858510 -2.737085 -3.948892 -0.03 0.03 0.06 -0.035
Cl -1.136990 2.108715 1.213708 -0.17 -0.10 0.16 0.548
C 0.112710 1.821415 0.007408 0.58 -0.18 -0.70 -0.690
H 1.060110 2.130015 0.444608 -0.08 -0.20 -0.08 -0.002
H -0.117090 2.425615 -0.872792 0.05 -0.07 0.14 -0.006
N -1.767990 -1.350785 2.200808 -0.72 -0.02 -0.29 0.129
C -0.520890 -1.058085 2.534108 0.92 0.05 0.99 -0.685
N 0.410410 -0.752485 1.689708 -0.54 0.14 -1.11 -0.013
C 1.657910 -0.540385 2.319308 -0.02 0.54 0.42 -0.480
C 2.807910 0.265115 1.751008 -0.06 0.79 0.03 -0.179
C 3.717610 0.881115 2.703908 0.16 -0.12 0.53 0.005
C 3.678410 0.545115 4.019908 0.51 0.43 -1.02 -0.041
C 2.588910 -0.174085 4.574608 -1.41 -0.78 -0.23 -0.048
C 1.558110 -0.583485 3.783608 0.96 0.37 0.30 -0.421
S -0.035490 -1.082285 4.251708 -0.57 -0.22 -0.45 1.130
H -2.040990 -1.329585 1.226708 0.13 -0.19 0.32 0.034
H -2.455890 -1.555485 2.904108 -0.07 -0.04 -0.03 0.120
H 2.699410 0.696815 0.760108 0.03 0.00 0.03 0.129
H 4.424110 1.608115 2.335208 0.11 0.06 0.01 0.118
H 4.428010 0.924815 4.697008 0.04 0.11 0.03 0.121
H 2.522710 -0.291585 5.644608 -0.01 0.06 0.14 0.122
C 1.504410 -3.607785 0.351108 -0.10 0.26 0.04 -0.331
S 1.702410 -2.434885 -1.000792 -0.10 0.26 -0.11 0.721
C 3.492010 -2.205485 -0.974192 -0.11 0.12 0.22 -0.305
O 2.761610 -1.147985 1.738008 0.32 -0.99 -0.10 -0.006
H 1.739810 -3.121885 1.289908 0.04 -0.02 0.07 0.034
H 2.180010 -4.443485 0.187808 0.04 -0.04 -0.14 0.070
H 0.476610 -3.956985 0.340908 -0.05 -0.01 -0.02 0.021
H 3.962610 -3.122785 -1.319992 -0.10 -0.10 -0.10 0.065
H 3.806710 -1.990285 0.041108 0.07 0.08 -0.05 0.040
H 3.739710 -1.394085 -1.649192 0.03 0.09 -0.06 0.055
Se -3.130990 0.556515 -0.515892 -0.55 0.44 -0.50 1.037
C -3.589890 2.004215 -1.604992 0.11 -0.27 0.14 -0.596
C -2.719790 2.467715 -2.599092 0.41 -0.11 -0.10 -0.124
C -3.082390 3.548015 -3.374692 0.13 -0.09 0.00 -0.028
C -4.309390 4.175715 -3.172492 0.05 -0.15 0.10 0.000
C -5.174190 3.715215 -2.185392 -0.06 0.01 0.04 -0.026
C -4.826990 2.633615 -1.405392 -0.18 -0.13 0.22 -0.089
H -1.771990 1.963815 -2.756292 -0.01 0.17 -0.04 0.045
H -2.411690 3.909915 -4.139292 0.04 -0.01 -0.05 0.127
H -4.589790 5.015715 -3.787992 -0.03 0.10 -0.04 0.129
H -6.121190 4.206115 -2.024192 -0.09 0.01 0.01 0.129
H -5.498790 2.265715 -0.645992 -0.15 0.03 0.10 0.114
```
Positions in Å, forces in eV/Å.


# 2
This record from the OMol25 dataset describes the molecule C17H21F3N2O4 in a non-equilibrium geometry. The level of theory is wB97M-V/def2-TZVPD.

The structure (SMILES) is CCCC1=NN(C(=O)Cc2ccc(OC)c(OC)c2)[C@@](O)(C(F)(F)F)C1. The value obtained for the calculated total energy is -1370.46320 a.u. As for the multiplicity: 1. The highest occupied orbital energy is -7.910 eV. As for the energy relative to the best compared isomer or geometry (same formula, charge and spin): 49.91 kcal/mol. As for the frontier orbital gap: 8.691 eV. The LUMO energy is 0.7809 eV. The value obtained for the molar mass is 374.4 g/mol.

The geometry in XYZ format:
```
47
Properties=species:S:1:pos:R:3:forces:R:3:lowdin_charge:R:1
C -5.419584 -2.735806 -0.568740 -0.01 0.25 0.05 -0.112
C -4.701056 -1.428521 -0.262628 0.16 -0.24 -0.10 -0.256
H -5.097234 -0.638534 -0.903061 -0.04 0.09 0.05 0.106
H -4.881961 -1.145382 0.775867 -0.01 0.10 0.01 0.116
C -3.189698 -1.565226 -0.489016 -0.20 0.03 0.18 -0.147
C -2.459262 -0.322096 -0.147243 0.16 0.44 -0.19 -0.257
N -1.592201 -0.262195 0.780997 -0.13 -1.02 0.33 0.194
N -1.091872 1.000227 0.874209 -0.31 1.00 -0.62 0.025
C -0.260016 1.443333 1.860468 -0.38 -0.52 0.16 -0.412
O -0.045314 2.634681 1.990049 0.22 0.30 0.16 0.076
C 0.399970 0.345853 2.649773 0.15 0.10 0.02 -0.044
C 1.394812 -0.279309 1.700374 0.11 -0.18 0.07 -0.232
C 1.288860 -1.596716 1.294413 0.12 0.11 0.07 -0.047
C 2.190112 -2.098656 0.376708 0.20 0.15 -0.12 0.006
C 3.197841 -1.314369 -0.176853 -0.13 -0.08 0.06 -0.197
C 3.301373 0.031650 0.225806 0.06 0.01 -0.08 -0.179
C 2.397895 0.516441 1.160992 0.07 -0.05 -0.02 0.027
H 2.457602 1.544668 1.480383 0.04 0.15 0.00 0.114
O 4.288465 0.810458 -0.321391 -0.13 -0.44 0.02 -0.111
C 4.310500 2.184241 -0.015436 0.02 0.21 0.05 -0.070
H 4.533712 2.358452 1.042035 -0.03 0.00 -0.03 0.098
H 5.112250 2.601303 -0.623546 -0.06 0.03 0.07 0.096
H 3.365905 2.671859 -0.274214 0.02 -0.03 0.02 0.091
O 3.991169 -1.978950 -1.063585 -0.20 -0.03 0.27 -0.070
C 4.960536 -1.304731 -1.833768 0.36 0.10 -0.31 -0.077
H 4.515148 -0.512984 -2.439762 0.04 -0.05 0.03 0.096
H 5.381753 -2.068424 -2.487989 -0.02 0.07 0.03 0.092
H 5.751541 -0.881460 -1.211683 -0.07 -0.04 -0.09 0.092
H 2.131589 -3.124531 0.049616 0.01 -0.13 -0.06 0.120
H 0.507428 -2.227903 1.686215 -0.11 -0.06 0.04 0.109
H -0.335557 -0.391687 2.964368 0.04 0.02 0.05 0.116
H 0.895406 0.787683 3.514766 -0.11 0.02 -0.02 0.131
C -1.605345 1.879254 -0.193165 0.60 -0.14 -0.13 -0.371
O -2.081661 3.082544 0.269038 -0.23 0.40 0.03 0.078
H -1.419611 3.450106 0.892403 -0.08 -0.28 -0.18 0.107
C -2.684072 1.001928 -0.846054 0.18 0.04 0.34 0.020
H -2.572460 0.929555 -1.926675 -0.03 0.01 0.00 0.136
H -3.669249 1.412630 -0.618885 0.01 0.02 -0.03 0.139
C -0.442704 2.095278 -1.203661 0.16 0.04 -0.28 -0.550
F 0.575677 2.803661 -0.711530 -0.02 0.12 0.24 0.163
F -0.865205 2.736528 -2.301725 -0.28 0.13 -0.04 0.157
F 0.065745 0.922483 -1.618159 -0.13 -0.23 0.12 0.160
H -3.006737 -1.805463 -1.539565 0.04 -0.07 -0.03 0.127
H -2.794325 -2.374009 0.125767 0.04 -0.05 -0.05 0.121
H -5.052180 -3.533367 0.072374 0.02 -0.12 0.05 0.073
H -6.488575 -2.627698 -0.403941 -0.11 -0.08 -0.01 0.070
H -5.259418 -3.026788 -1.604349 -0.01 -0.08 -0.11 0.074
```
Positions in Å, forces in eV/Å.


# 3
This record from the OMol25 dataset describes C17H21FIrN6O5S2 as an isolated structure in a non-equilibrium geometry. The level of theory is wB97M-V/def2-TZVPD.

Its total charge is +1. The value obtained for the calculated total energy is -2365.30755 a.u. As for the multiplicity: 1. The highest occupied orbital energy is -11.423 eV. As for the energy relative to the best compared isomer or geometry (same formula, charge and spin): 71.46 kcal/mol. As for the frontier orbital gap: 6.850 eV. The LUMO energy is -4.5730 eV. The value obtained for the molar mass is 664.7 g/mol.

The geometry in XYZ format:
```
53
Properties=species:S:1:pos:R:3:forces:R:3:lowdin_charge:R:1
Ir 0.251737 0.169020 -2.256233 0.48 0.35 0.60 0.912
N 2.258481 0.721276 -2.146095 0.20 -0.25 0.05 -0.057
N 2.489641 2.095407 -2.171606 0.05 0.15 0.07 0.031
C 1.454874 2.928264 -2.431235 -0.04 0.16 0.16 -0.377
N 1.712784 4.225960 -2.460423 0.03 -0.02 -0.07 0.227
N 0.276069 2.323328 -2.599515 -1.03 -0.75 -0.27 0.009
N -0.881239 3.100701 -2.812812 0.42 0.33 0.15 -0.390
O -1.902829 2.483438 -2.907518 -0.03 -0.07 0.11 0.066
O -0.792745 4.317065 -2.868918 -0.04 -0.09 -0.07 0.075
H 2.601043 0.291035 -1.289353 0.17 0.12 0.06 0.104
H 2.704649 0.267988 -2.944077 0.12 -0.02 0.05 0.141
H 3.423704 2.443127 -2.025902 0.03 0.00 -0.06 0.171
H 2.648385 4.573481 -2.337399 0.01 -0.01 0.00 0.137
H 0.946864 4.853059 -2.663949 0.02 0.02 0.02 0.104
C -2.460318 -0.215658 -4.179975 0.07 -0.15 -0.11 -0.328
S -1.720475 -0.918196 -2.695258 -0.48 0.40 -0.04 0.798
C -2.998131 -0.433286 -1.523700 -0.03 0.00 0.04 -0.304
H -2.535410 0.860380 -4.080527 -0.06 -0.08 -0.07 0.016
H -3.441307 -0.665832 -4.320769 0.02 -0.04 0.01 0.059
H -1.823716 -0.481407 -5.020703 0.01 0.00 -0.01 0.051
H -3.939807 -0.873656 -1.846397 0.01 0.00 -0.01 0.065
H -3.073403 0.651151 -1.479234 -0.03 -0.02 0.00 0.048
H -2.737537 -0.844291 -0.550972 -0.01 0.02 -0.02 0.023
O -1.838213 -4.777090 -0.087872 0.03 -0.01 0.02 -0.261
S -0.670148 -4.164672 0.455954 0.00 0.00 0.08 0.651
O 0.111046 -4.823421 1.454642 -0.04 0.02 -0.05 -0.266
N 0.294618 -3.646407 -0.787714 0.06 -0.09 -0.07 0.043
C 0.382597 -2.365521 -0.803216 -0.15 0.08 0.19 -0.522
O 0.992096 -1.676389 -1.726099 -0.25 -0.01 -0.06 -0.230
C -0.340936 -1.655999 0.313237 0.55 -0.14 -0.49 -0.172
C -0.253060 -0.274127 0.593162 -0.02 -0.43 1.78 -0.293
C -1.263867 0.174746 1.484173 -0.24 0.25 0.08 -0.017
C -2.091968 -0.693567 2.181146 -0.11 0.15 -0.34 -0.022
C -1.957618 -2.072460 2.029586 0.00 -0.12 0.07 0.029
C -1.078031 -2.525219 1.057100 -0.27 -0.03 -0.29 -0.186
H -0.358409 0.372883 -0.677668 0.45 -0.09 -1.11 0.092
H -1.347682 1.241707 1.663125 0.16 -0.03 0.27 0.135
H -2.817064 -0.298652 2.879247 0.00 0.02 0.00 0.122
H -2.544383 -2.761752 2.622143 0.02 0.00 0.03 0.137
F 1.903619 -0.646971 6.482212 -0.01 0.00 0.00 0.081
C 1.751396 -0.440657 5.167470 0.01 0.02 0.01 -0.274
C 1.448896 0.833859 4.725815 0.00 0.00 0.00 0.010
C 1.288198 1.039833 3.365351 0.02 -0.02 0.01 -0.036
C 1.432806 -0.010204 2.464498 0.00 -0.04 0.01 -0.237
C 1.188697 0.194212 0.995626 -0.05 0.40 -0.84 -0.092
C 1.751369 -1.277479 2.942524 -0.02 -0.02 0.05 -0.010
C 1.909853 -1.504104 4.301389 0.00 -0.01 -0.04 0.023
H 1.344358 1.637171 5.441440 0.01 0.01 0.00 0.125
H 1.048667 2.033723 3.004995 -0.01 0.01 0.00 0.117
H 1.344026 1.236381 0.698259 -0.02 0.04 0.13 0.114
H 1.880919 -0.430689 0.427635 0.04 0.01 -0.04 0.103
H 1.874203 -2.107992 2.255654 -0.01 0.00 -0.01 0.126
H 2.152677 -2.483501 4.688738 0.01 -0.01 0.00 0.130
```
Positions in Å, forces in eV/Å.